Entry 1:
Here is a structure of composition C35H43ClN2Si2Sn from the Open Molecules 2025 dataset. Energies are from ωB97M-V/def2-TZVPD.

Last column: Löwdin charge in e.
Positions of all 84 atoms, in Å:
C  4.847  -1.959  1.271  -0.138
C  4.119  -2.595  0.247  -0.185
C  4.016  -1.668  -0.855  -0.394
H  3.799  -3.637  0.242  0.092
C  4.594  -0.410  -0.416  -0.244
C  5.134  -0.627  0.867  -0.148
H  5.749  0.076  1.425  0.085
H  5.216  -2.433  2.181  0.093
H  3.728  -1.920  -1.874  0.082
H  4.662  0.505  -0.999  0.081
Sn  1.822  -0.595  -0.222  1.287
Si  -0.884  0.437  -3.299  0.731
C  -2.588  -0.260  -3.057  -0.282
C  -3.518  0.759  -2.750  -0.175
H  -3.181  1.811  -2.663  0.085
C  -4.877  0.482  -2.593  -0.095
H  -5.550  1.306  -2.302  0.111
C  -5.296  -0.846  -2.746  -0.087
H  -6.346  -1.071  -2.596  0.099
C  -4.397  -1.860  -3.115  -0.082
H  -4.741  -2.891  -3.260  0.106
C  -3.029  -1.574  -3.246  -0.089
H  -2.300  -2.359  -3.490  0.106
C  -1.389  1.955  -4.388  -0.258
C  -2.329  1.802  -5.444  -0.098
H  -2.569  0.786  -5.810  0.113
C  -3.002  2.918  -5.984  -0.086
H  -3.757  2.766  -6.760  0.101
C  -2.744  4.214  -5.516  -0.093
H  -3.276  5.078  -5.936  0.105
C  -1.777  4.383  -4.515  -0.081
H  -1.562  5.390  -4.143  0.101
C  -1.063  3.272  -3.996  -0.087
H  -0.268  3.438  -3.244  0.100
H  0.165  -0.351  -4.048  0.044
Si  -3.155  1.788  0.091  0.859
C  -1.423  2.131  -0.635  -0.271
C  -0.748  1.092  -1.478  -0.372
H  -0.797  0.091  -0.997  0.050
C  0.616  1.324  -1.883  -0.380
H  1.055  0.817  -2.768  0.057
C  1.439  2.178  -1.182  -0.196
H  2.496  2.112  -1.423  0.106
C  0.878  3.065  -0.268  -0.113
H  1.578  3.712  0.292  0.120
C  -0.525  3.075  -0.084  -0.114
H  -0.896  3.850  0.609  0.111
C  -3.000  -0.054  0.484  -0.311
C  -1.727  -0.682  0.597  -0.216
H  -0.909  -0.054  1.019  -0.065
C  -1.450  -1.985  0.117  -0.143
H  -0.438  -2.300  -0.265  0.060
C  -2.539  -2.867  0.074  -0.103
H  -2.384  -3.912  -0.256  0.109
C  -3.820  -2.387  0.419  -0.094
H  -4.654  -3.116  0.348  0.106
C  -4.048  -1.000  0.597  -0.103
H  -5.073  -0.625  0.670  0.098
H  -3.122  2.406  1.337  -0.084
Cl  0.796  0.593  1.798  0.220
C  0.030  -2.513  3.013  -0.128
N  1.379  -2.182  3.409  -0.291
C  2.212  -3.362  3.454  -0.103
C  1.423  -1.347  4.577  -0.222
C  2.796  -0.760  4.905  -0.199
N  3.215  0.326  4.069  -0.282
C  2.483  1.567  4.166  -0.169
C  4.632  0.537  3.992  -0.121
H  0.031  -3.040  2.053  0.070
H  -0.459  -3.165  3.755  0.091
H  -0.566  -1.606  2.911  0.055
H  1.928  -4.010  4.301  0.088
H  2.081  -3.942  2.533  0.081
H  3.270  -3.106  3.549  0.061
H  0.680  -0.553  4.460  0.092
H  1.132  -1.945  5.461  0.121
H  2.718  -0.427  5.960  0.122
H  3.563  -1.541  4.848  0.106
H  2.700  2.154  5.074  0.084
H  2.743  2.188  3.298  0.069
H  1.415  1.364  4.140  0.017
H  5.142  -0.412  3.817  0.071
H  4.849  1.219  3.163  0.074
H  5.045  0.982  4.912  0.084

Its orbital gap (alpha / beta) is 6.20 / 5.70 eV. The calculation puts the HOMO energy (alpha / beta) at -7.44 / -6.96 eV. For the LUMO energy (alpha / beta), the calculation gives -1.23 / -1.26 eV.



Entry 2:
Here is a structure of composition C14H23N7O3 from the Open Molecules 2025 dataset. Energies are from ωB97M-V/def2-TZVPD.

Last column: Löwdin charge in e.
Positions of all 47 atoms, in Å:
C  -1.807  -3.423  -0.316  -0.100
C  -1.666  -2.402  0.717  -0.287
H  -2.668  -2.139  1.081  0.129
H  -1.150  -2.793  1.516  0.091
C  -1.252  -1.229  0.071  -0.349
N  0.043  -1.241  -0.170  -0.199
C  0.981  -1.489  1.007  -0.114
H  1.863  -0.615  0.639  0.157
C  1.637  -2.739  0.693  -0.348
C  2.471  -3.058  -0.527  -0.102
H  3.156  -2.071  -0.644  0.088
H  1.638  -2.859  -1.458  0.117
H  2.911  -4.180  -0.625  0.122
H  0.929  -3.426  0.945  0.068
H  2.371  -2.877  1.502  0.117
H  0.526  -1.244  1.944  0.120
C  0.520  -0.358  -1.187  -0.062
C  0.521  1.147  -0.630  -0.001
C  -0.338  2.219  -0.448  -0.155
N  0.098  3.221  0.353  0.158
N  1.330  2.994  0.220  -0.030
N  1.571  1.902  -0.094  -0.037
C  3.008  1.562  -0.297  -0.156
N  3.429  0.466  -0.818  0.159
O  4.818  0.637  -1.107  -0.044
N  5.301  1.565  -0.153  0.169
C  4.141  2.004  0.202  -0.265
N  4.094  3.444  0.942  0.194
H  4.825  3.743  1.289  -0.053
H  3.195  3.709  1.087  -0.006
C  -1.865  2.164  -0.762  -0.295
O  -2.362  1.321  -1.708  -0.039
O  -2.557  2.923  0.061  0.016
C  -4.017  2.792  -0.216  -0.163
C  -4.739  1.718  0.534  -0.018
H  -5.737  2.081  0.426  0.107
H  -4.455  1.826  1.421  0.013
H  -4.382  0.847  0.397  0.021
H  -4.336  3.936  0.199  0.185
H  -4.293  2.983  -1.177  0.075
H  1.539  -0.561  -1.478  0.079
H  -0.402  -0.151  -1.796  0.137
H  -1.977  -0.778  -0.600  0.125
H  -1.446  -0.435  1.048  0.167
H  -0.973  -3.478  -0.904  0.037
H  -2.039  -4.450  -0.037  0.088
H  -2.455  -3.210  -1.143  0.083

Its orbital gap is 7.62 eV. The calculation puts the HOMO energy at -8.25 eV. For the LUMO energy, the calculation gives -0.64 eV.



Summary of max |F| in eV Å⁻¹
3.66, 14.68
(order as listed above)
Summary of relative energy (zero: lowest compared OMol25 entry of this formula, charge and spin) in kcal/mol
155.4, 314.7
(order as listed above)
Summary of E in eV
-74073.860, -31448.072
(order as listed above)